A | Molecular formula: C4H9NO2
Method: DFT, ωB97M-V/def2-TZVPD

E_HOMO (spin up / spin down): -2.61 / -2.60 eV
Charge: -1
Gap between HOMO and LUMO (spin up / spin down): 0.240 / 0.174 hartree
Lowest unoccupied orbital energy (spin up / spin down): 3.910 / 2.130 eV
Spin multiplicity: 2
Molar mass: 103.12 g/mol

The geometry in XYZ format:
```
16
Properties=species:S:1:pos:R:3:lowdin_charge:R:1
C -0.176 -0.109 -0.431 -0.2165
H 2.624 0.567 -1.197 0.0680
H 1.494 -0.385 1.036 0.1077
N -0.162 -2.220 1.147 0.1048
H -0.745 -2.981 0.723 0.0533
C -1.071 0.912 -1.191 -0.4704
C -0.706 -0.939 0.766 -0.2259
H -1.679 -0.725 1.064 0.1045
O -1.856 0.358 -2.216 -0.4205
H 0.161 0.837 1.817 0.1058
H 0.396 -0.701 -1.165 0.1129
O 0.766 1.760 1.173 -0.2218
C 0.531 0.245 0.933 -0.3271
H -0.481 1.878 -1.510 0.1103
H 2.663 0.174 -0.544 0.0358
H -1.759 1.331 -0.407 0.0791
```

---

B | Molecular formula: C4H9NO2
Method: DFT, ωB97M-V/def2-TZVPD

E_HOMO (spin up / spin down): 0.04 / -3.10 eV
Charge: -1
Gap between HOMO and LUMO (spin up / spin down): 0.148 / 0.261 hartree
Lowest unoccupied orbital energy (spin up / spin down): 4.066 / 3.992 eV
Spin multiplicity: 2
Molar mass: 103.12 g/mol

The geometry in XYZ format:
```
16
Properties=species:S:1:pos:R:3:lowdin_charge:R:1
H 2.557 -0.157 -0.158 0.0452
C -1.910 0.224 0.560 -0.1725
N -1.197 0.164 -0.678 -0.1070
H -1.588 1.105 1.117 0.0710
C 1.053 0.994 -0.100 -0.2703
H -1.834 -0.674 1.181 0.0505
H -1.669 -0.323 -1.421 0.0838
O 2.428 0.761 -0.467 -0.1242
C 0.675 -1.318 0.302 -0.3905
O 1.736 -2.033 0.056 -0.2605
H 0.819 1.914 -0.668 0.0984
H -2.969 0.307 0.338 0.0621
C 0.210 -0.199 -0.635 -0.3581
H 0.103 -1.527 1.217 0.0438
H 0.943 1.150 0.972 0.0961
H 0.645 -0.386 -1.615 0.1321
```

---

The energy of each structure relative to the most stable one, in hartree, is as follows: A 0.2437; B 0.0000.

---

A | Molecular formula: C6H9FO2
Method: DFT, ωB97M-V/def2-TZVPD

E_HOMO: -8.84 eV
SMILES: C/C=C(/C)F.O=C=CO
Gap between HOMO and LUMO: 0.340 hartree
Lowest unoccupied orbital energy: 0.406 eV
Molar mass: 132.13 g/mol

The geometry in XYZ format:
```
18
Properties=species:S:1:pos:R:3:lowdin_charge:R:1
C -1.482 1.964 -0.434 -0.0665
H -1.693 -2.503 -0.317 0.0680
H -1.662 -2.058 1.279 0.1239
C 2.393 -0.144 -0.020 -0.1815
H -2.228 0.434 1.081 0.0844
H 1.933 -0.036 -1.006 0.1198
O 2.841 -1.413 0.361 0.0222
C -1.588 0.530 0.261 -0.0733
H -0.115 -2.387 0.340 0.0649
F -0.393 -0.347 -1.461 0.0076
H -1.256 2.682 0.347 0.0471
C 2.545 0.953 0.680 -0.1465
O 2.578 1.966 1.261 0.1717
C -1.063 -1.891 0.301 -0.0300
H -2.460 2.407 -0.884 0.0922
C -1.030 -0.520 -0.254 -0.3798
H -0.724 1.940 -1.239 0.0608
H 3.405 -1.577 -0.295 0.0148
```

---

B | Molecular formula: C6H9FO2
Method: DFT, ωB97M-V/def2-TZVPD

E_HOMO: -10.01 eV
SMILES: CC(=O)[C@@](C)(O)F.C#C
Gap between HOMO and LUMO: 0.393 hartree
Lowest unoccupied orbital energy: 0.699 eV
Molar mass: 132.13 g/mol

The geometry in XYZ format:
```
18
Properties=species:S:1:pos:R:3:lowdin_charge:R:1
F -0.268 -2.008 -0.761 0.0418
O 1.110 -0.400 0.186 0.0274
C 0.198 -0.689 2.936 -0.0100
H 0.148 -1.739 2.854 0.0240
H 1.921 -0.740 -0.135 0.0789
O -1.596 0.485 -1.991 0.0724
H -0.225 1.582 0.551 0.0838
H -2.023 1.905 -0.052 0.0934
H 0.168 1.515 3.435 0.0260
C 0.900 -0.443 -2.223 0.0223
C -0.945 0.285 -0.947 -0.3282
C 0.195 0.455 3.309 -0.0068
C -1.227 1.198 0.267 0.0011
H 1.197 0.537 -2.265 0.0804
H -1.602 0.514 1.096 0.0959
H 1.673 -1.117 -2.354 0.0744
C 0.196 -0.677 -0.902 -0.4789
H 0.180 -0.663 -3.001 0.1021
```

---

The energy of each structure relative to the most stable one, in hartree, is as follows: A 0.0035; B 0.0000.

---

A | Molecular formula: CH5NO2S
Method: DFT, ωB97M-V/def2-TZVPD

E_HOMO: -9.36 eV
Gap between HOMO and LUMO: 0.365 hartree
Lowest unoccupied orbital energy: 0.563 eV
Molar mass: 95.12 g/mol

The geometry in XYZ format:
```
10
Properties=species:S:1:pos:R:3:lowdin_charge:R:1
C -1.808 1.254 -0.045 -0.2900
S -1.550 -0.609 -0.280 0.9604
N 0.784 -1.021 -0.694 -0.0448
H 0.826 -1.707 0.034 0.0259
H 1.686 -0.605 -0.739 0.0336
H 0.793 -1.543 -1.551 0.0336
H -1.640 1.999 -0.987 0.1176
O -2.915 0.412 -0.315 -0.4059
O -1.474 -1.166 1.048 -0.4843
H -1.897 1.791 0.855 0.0539
```

---

B | Molecular formula: CH5NO2S
Method: DFT, ωB97M-V/def2-TZVPD

E_HOMO: -8.22 eV
Gap between HOMO and LUMO: 0.326 hartree
Lowest unoccupied orbital energy: 0.652 eV
Molar mass: 95.12 g/mol

The geometry in XYZ format:
```
10
Properties=species:S:1:pos:R:3:lowdin_charge:R:1
H -1.769 1.041 -0.100 0.0988
H 2.081 -0.257 0.600 0.0589
H -0.391 -0.709 1.449 0.0305
O -1.413 0.714 0.733 -0.0379
O -0.091 0.456 -1.937 -0.6007
H -1.643 -1.389 0.398 0.0756
H 2.189 0.917 -0.672 0.0333
N 1.549 0.390 -0.059 -0.2581
C -1.011 -0.560 0.674 -0.2333
S 0.501 -0.603 -1.086 0.8329
```

---

The energy of each structure relative to the most stable one, in hartree, is as follows: A 0.0095; B 0.0000.

---

A | Molecular formula: CH5NO2S
Method: DFT, ωB97M-V/def2-TZVPD

E_HOMO: -9.01 eV
SMILES: C=O.NSO
Gap between HOMO and LUMO: 0.357 hartree
Lowest unoccupied orbital energy: 0.712 eV
Molar mass: 95.12 g/mol

The geometry in XYZ format:
```
10
Properties=species:S:1:pos:R:3:lowdin_charge:R:1
O -1.264 -0.084 -1.038 -0.4931
H 1.050 1.461 -2.658 -0.0110
S 0.182 0.740 -0.739 0.7759
N 0.980 0.593 -2.237 -0.2913
O -0.481 -0.574 2.685 -0.0336
C 0.718 -0.566 2.787 -0.1865
H 1.335 0.183 3.460 0.1041
H -1.853 0.685 -1.369 0.0569
H 1.320 -1.358 2.205 0.0897
H 1.575 -0.162 -2.253 -0.0113
```

---

B | Molecular formula: CH5NO2S
Method: DFT, ωB97M-V/def2-TZVPD

E_HOMO: -9.46 eV
Gap between HOMO and LUMO: 0.366 hartree
Lowest unoccupied orbital energy: 0.501 eV
Molar mass: 95.12 g/mol

The geometry in XYZ format:
```
10
Properties=species:S:1:pos:R:3:lowdin_charge:R:1
H 0.446 0.884 0.976 0.0811
S 0.739 -1.404 1.433 0.9454
H -0.869 0.887 -0.956 0.0949
O -0.594 -0.630 2.193 -0.2993
O 0.327 -2.535 0.652 -0.4665
H -1.085 -0.678 -0.148 0.1115
H -0.907 -1.066 2.906 -0.0179
N -0.376 0.005 -0.675 -0.0612
H 1.583 0.084 -0.195 0.0560
C 0.655 0.070 0.282 -0.4441
```

---

The energy of each structure relative to the most stable one, in hartree, is as follows: A 0.0076; B 0.0000.